No. 1
Density functional theory data (the ωB97M-V functional and the def2-TZVPD basis) for a cluster of 21 separate species, C21H84N42O21 in total.

```
168
Properties=species:S:1:pos:R:3
C 3.349 1.668 1.735
O 3.380 0.746 2.587
N 3.064 2.928 1.915
N 3.588 1.441 0.471
H 3.540 3.538 1.265
H 2.821 3.216 2.853
H 2.932 1.996 -0.061
H 3.657 0.446 0.309
C -7.409 -1.119 3.519
O -8.124 -0.087 3.389
N -7.477 -2.132 4.374
N -6.296 -1.254 2.914
H -8.211 -1.979 5.050
H -6.737 -2.811 4.266
H -6.012 -0.498 2.307
H -5.822 -2.145 2.938
C -2.163 6.255 -2.458
O -2.447 5.783 -1.361
N -1.879 5.490 -3.485
N -1.919 7.480 -2.684
H -1.354 5.722 -4.316
H -2.152 4.523 -3.381
H -1.537 7.793 -3.565
H -2.175 7.997 -1.855
C -3.041 4.698 5.301
O -2.205 4.368 6.115
N -3.981 5.589 5.531
N -3.256 4.051 4.160
H -4.673 5.588 4.796
H -3.894 6.294 6.249
H -3.337 4.575 3.300
H -3.377 3.048 4.166
C 4.897 -4.182 -4.187
O 3.867 -3.990 -4.780
N 4.947 -3.926 -2.914
N 6.018 -4.290 -4.807
H 5.761 -3.962 -2.316
H 4.083 -3.895 -2.393
H 6.958 -4.429 -4.466
H 5.814 -4.254 -5.796
C 0.079 -0.189 -0.044
O 0.671 -0.693 0.880
N -1.066 0.368 0.081
N 0.363 -0.237 -1.266
H -1.577 0.725 -0.713
H -1.437 0.440 1.018
H 1.336 -0.390 -1.491
H -0.331 0.178 -1.870
C 3.434 -0.359 -2.636
O 3.299 -0.843 -1.546
N 3.716 -1.125 -3.638
N 3.439 0.873 -3.003
H 3.739 -2.127 -3.515
H 3.881 -0.852 -4.596
H 3.822 1.028 -3.924
H 3.146 1.566 -2.328
C -2.283 1.362 -3.452
O -1.323 1.314 -2.673
N -2.309 2.070 -4.561
N -3.406 0.733 -3.241
H -2.966 1.751 -5.259
H -1.455 2.576 -4.743
H -4.212 0.951 -3.809
H -3.402 0.023 -2.522
C -0.962 0.816 4.041
O -1.784 0.825 3.103
N -1.161 1.451 5.203
N 0.216 0.194 3.920
H -0.478 1.718 5.898
H -2.095 1.814 5.331
H 0.790 -0.013 4.725
H 0.589 0.073 2.990
C -1.605 -4.995 -2.180
O -0.886 -4.165 -1.641
N -2.274 -5.803 -1.386
N -1.818 -5.297 -3.425
H -2.906 -6.482 -1.786
H -2.149 -5.601 -0.405
H -2.360 -6.071 -3.781
H -1.340 -4.708 -4.093
C -4.321 0.468 5.698
O -4.258 1.645 5.325
N -3.772 -0.514 5.095
N -5.163 0.029 6.601
H -3.153 -0.389 4.306
H -3.924 -1.373 5.603
H -5.215 -0.924 6.932
H -5.958 0.644 6.697
C 1.445 3.798 -4.602
O 0.452 4.418 -4.441
N 1.372 2.526 -4.754
N 2.644 4.249 -4.572
H 0.468 2.131 -4.970
H 2.236 2.003 -4.726
H 3.527 3.810 -4.789
H 2.536 5.215 -4.297
C -5.213 -0.751 -0.562
O -5.451 -1.821 -1.040
N -4.033 -0.327 -0.164
N -6.131 0.189 -0.357
H -4.121 0.631 0.144
H -3.199 -0.884 -0.043
H -7.040 -0.068 -0.714
H -6.066 1.040 0.182
C 3.356 -3.065 4.335
O 3.351 -2.935 5.557
N 2.509 -2.410 3.511
N 4.056 -3.949 3.581
H 1.885 -1.780 3.995
H 2.703 -2.486 2.523
H 4.770 -4.501 4.034
H 3.848 -3.912 2.593
C 0.980 3.363 -0.970
O 1.978 2.777 -1.274
N 0.137 4.088 -1.704
N 0.392 3.242 0.213
H 0.274 4.035 -2.703
H -0.750 4.356 -1.303
H 0.134 4.030 0.789
H 0.686 2.425 0.729
C -1.199 -2.004 -5.157
O -0.895 -3.216 -5.100
N -0.502 -1.132 -4.583
N -1.971 -1.448 -5.982
H 0.463 -1.349 -4.379
H -1.021 -0.265 -4.574
H -2.248 -0.481 -6.073
H -2.286 -2.068 -6.715
C 6.294 -1.596 2.355
O 7.061 -2.573 2.194
N 6.646 -0.581 3.124
N 5.146 -1.287 1.793
H 6.215 0.332 3.119
H 7.328 -0.780 3.842
H 4.641 -0.476 2.119
H 4.626 -1.849 1.133
C -1.109 -3.599 1.866
O -1.580 -4.691 2.009
N -1.261 -2.794 0.861
N -0.838 -2.763 2.767
H -1.896 -2.916 0.084
H -0.423 -2.242 0.752
H -0.708 -1.826 2.414
H -0.644 -3.057 3.714
C -4.386 2.745 1.291
O -5.379 3.244 0.726
N -3.123 2.910 0.905
N -4.491 1.887 2.259
H -2.441 2.846 1.647
H -2.944 3.342 0.009
H -5.354 1.766 2.769
H -3.601 1.699 2.698
C 7.676 -0.226 -1.932
O 8.735 0.305 -1.850
N 7.347 -1.246 -2.697
N 6.583 0.270 -1.414
H 6.392 -1.512 -2.893
H 8.073 -1.780 -3.152
H 6.814 0.936 -0.691
H 5.684 -0.186 -1.488
C 3.163 -4.049 0.070
O 4.059 -3.304 0.203
N 3.256 -5.359 0.278
N 2.068 -3.562 -0.407
H 2.577 -5.934 -0.199
H 4.076 -5.684 0.770
H 2.002 -2.564 -0.548
H 1.269 -4.083 -0.739
```

The HOMO energy comes out at -8.3 eV. Its LUMO energy is -0.7 eV. The energy relative to the best compared isomer or geometry (same formula, charge and spin) is 1272.92 kJ/mol. Its electronic energy is -128733.824 eV. As for the multiplicity: 1. The value obtained for the frontier orbital gap is 7.60 eV.

Atom charges from the Mulliken analysis, given in e for atoms 1 to 2: C 0.489; O -0.750

No. 2
Density functional theory data (the ωB97M-V functional and the def2-TZVPD basis) for the molecule C4H10N2.

```
16
Properties=species:S:1:pos:R:3
C 0.230 1.421 -1.179
C 0.077 1.116 0.317
C -0.583 -0.230 0.753
C 0.054 -1.494 -0.061
N 0.591 -1.386 -1.336
N -0.357 -0.301 2.108
H 0.440 0.468 -1.683
H 0.976 2.192 -1.348
H -0.737 1.805 -1.511
H -0.544 1.856 0.809
H 1.067 1.093 0.777
H 0.691 -1.881 0.734
H 1.602 -1.501 -1.200
H -0.699 -2.262 -0.324
H -1.147 -0.717 2.600
H -1.661 -0.178 0.545
```

The HOMO energy comes out at -8.3 eV. Its LUMO energy is -2.2 eV. The energy relative to the best compared isomer or geometry (same formula, charge and spin) is 572.47 kJ/mol. Its electronic energy is -7284.686 eV. As for the multiplicity: 1. The value obtained for the frontier orbital gap is 6.10 eV.

Atom charges from the natural (NBO) analysis, given in e for atoms 1 to 2: C -0.632; C -0.374

No. 3
Density functional theory data (the ωB97M-V functional and the def2-TZVPD basis) for a structure of composition C48H50Ge2MoS4Se3Te.

```
109
Properties=species:S:1:pos:R:3
Mo 2.487 -2.461 0.419
Se 3.951 -4.107 0.000
Se 6.377 -3.764 2.275
Te 4.671 -3.457 3.854
Se 2.703 -2.392 2.765
C -3.115 0.413 -6.454
C -3.064 -0.061 -5.026
C -2.724 -1.374 -4.724
C -2.820 -1.874 -3.431
C -2.510 -3.331 -3.171
C -3.242 -1.019 -2.400
C -3.509 0.332 -2.670
C -3.916 1.283 -1.572
C -3.415 0.785 -3.979
C -3.535 -1.584 -1.052
C -4.871 -1.842 -0.755
C -5.234 -2.429 0.439
C -4.274 -2.792 1.363
C -2.926 -2.557 1.122
C -2.568 -1.924 -0.085
Ge -0.679 -1.487 -0.429
S 0.703 -3.273 -0.732
S 0.596 -0.609 1.304
Ge 1.544 0.713 -0.371
S 3.353 -0.678 -0.682
S -0.046 0.129 -1.858
C 1.913 2.640 -0.048
C 1.998 3.301 -1.282
C 2.142 4.681 -1.309
C 2.198 5.390 -0.129
C 2.143 4.731 1.085
C 2.025 3.344 1.170
C 2.016 2.793 2.550
C 0.849 2.866 3.324
C -0.449 3.383 2.758
C 0.897 2.478 4.661
C 2.072 2.051 5.252
C 2.142 1.721 6.717
C 3.216 1.973 4.456
C 3.214 2.342 3.119
C 4.508 2.359 2.343
C 1.969 2.513 -2.540
C 3.120 1.834 -2.962
C 4.427 1.927 -2.213
C 3.076 1.124 -4.160
C 1.936 1.091 -4.945
C 1.915 0.341 -6.248
C 0.807 1.784 -4.507
C 0.802 2.500 -3.324
C -0.426 3.254 -2.882
C -1.943 -3.043 2.132
C -1.625 -2.273 3.257
C -2.204 -0.897 3.461
C -0.804 -2.825 4.239
C -0.303 -4.114 4.131
C 0.448 -4.760 5.263
C -0.591 -4.844 2.980
C -1.432 -4.344 1.997
C -1.881 -5.233 0.866
H -2.562 -0.251 -7.117
H -2.735 1.429 -6.566
H -4.153 0.425 -6.794
H -2.418 -2.035 -5.529
H -2.521 -3.899 -4.099
H -3.227 -3.778 -2.482
H -1.511 -3.451 -2.739
H -3.531 0.968 -0.602
H -5.004 1.344 -1.493
H -3.547 2.287 -1.783
H -3.658 1.821 -4.196
H -5.623 -1.584 -1.491
H -6.280 -2.621 0.647
H -4.561 -3.274 2.291
H 2.212 5.188 -2.265
H 2.291 6.469 -0.153
H 2.198 5.301 2.005
H -0.431 3.436 1.672
H -0.655 4.387 3.137
H -1.283 2.746 3.060
H -0.004 2.563 5.262
H 1.162 1.767 7.190
H 2.803 2.416 7.239
H 2.546 0.715 6.873
H 4.157 1.684 4.912
H 5.306 1.864 2.896
H 4.817 3.390 2.152
H 4.413 1.875 1.372
H 4.291 2.203 -1.167
H 5.059 2.693 -2.669
H 4.973 0.984 -2.261
H 3.969 0.608 -4.498
H 2.876 -0.128 -6.452
H 1.679 1.015 -7.074
H 1.147 -0.435 -6.232
H -0.089 1.766 -5.113
H -1.271 3.018 -3.525
H -0.261 4.333 -2.921
H -0.693 3.004 -1.851
H -2.506 -0.436 2.522
H -1.476 -0.251 3.956
H -3.087 -0.952 4.102
H -0.597 -2.243 5.133
H 0.534 -4.091 6.119
H 1.451 -5.074 4.953
H -0.065 -5.665 5.588
H -0.210 -5.857 2.888
H -1.260 -6.126 0.796
H -1.866 -4.720 -0.097
H -2.911 -5.553 1.042
```

The HOMO energy (alpha / beta) comes out at -12.7 / -12.7 eV. The net charge is +2. Its LUMO energy (alpha / beta) is -9.3 / -9.3 eV. Its electronic energy is -412140.946 eV. As for the multiplicity: 1. The value obtained for the frontier orbital gap (alpha / beta) is 3.38 / 3.40 eV.

Atom charges from the Mulliken analysis, given in e for atoms 1 to 2: Mo -1.101; Se 0.031

No. 4
Density functional theory data (the ωB97M-V functional and the def2-TZVPD basis) for the molecule C13H14ClN3O6.

```
37
Properties=species:S:1:pos:R:3
C 1.934 2.261 1.472
C 1.539 2.527 0.025
N 1.881 1.397 -0.818
C 0.993 0.740 -1.571
O -0.182 1.028 -1.681
C 1.582 -0.500 -2.276
O 1.417 -1.609 -1.392
C 2.330 -1.797 -0.436
O 3.382 -1.224 -0.372
C 1.795 -2.813 0.578
N 0.365 -2.632 0.709
C -0.060 -1.456 1.265
O 0.639 -0.801 2.008
C -1.410 -0.990 0.827
C -2.430 -1.833 0.400
C -3.598 -1.289 -0.120
Cl -4.866 -2.340 -0.630
C -3.750 0.082 -0.256
C -2.728 0.906 0.191
N -2.852 2.341 0.038
O -1.943 3.026 0.446
O -3.860 2.761 -0.482
C -1.576 0.388 0.755
H 1.581 3.072 2.102
H 1.503 1.328 1.827
H 3.016 2.193 1.565
H 0.464 2.695 -0.069
H 2.060 3.415 -0.351
H 2.815 1.025 -0.709
H 2.638 -0.368 -2.527
H 0.992 -0.735 -3.162
H 2.016 -3.830 0.253
H 2.275 -2.619 1.540
H -0.186 -3.002 -0.051
H -2.340 -2.905 0.485
H -4.635 0.513 -0.698
H -0.801 1.046 1.115
```

The HOMO energy comes out at -9.7 eV. Its LUMO energy is -0.7 eV. The energy relative to the best compared isomer or geometry (same formula, charge and spin) is 0.00 kJ/mol. Its electronic energy is -42984.562 eV. As for the multiplicity: 1. The SMILES is CCNC(=O)COC(=O)CNC(=O)c1cc(Cl)cc([N+](=O)[O-])c1. The value obtained for the frontier orbital gap is 8.95 eV.

Atom charges from the natural (NBO) analysis, given in e for atoms 1 to 2: C -0.629; C -0.235

No. 5
Density functional theory data (the ωB97M-V functional and the def2-TZVPD basis) for the molecule C5H7N3.

```
15
Properties=species:S:1:pos:R:3
C -2.660 -0.309 -0.001
N -1.295 -0.956 -0.014
C -0.343 -0.107 0.083
N -0.537 1.276 -0.026
C 0.647 1.728 -0.028
N 1.702 0.762 0.113
C 1.099 -0.371 -0.020
C 1.752 -1.588 -0.033
H -3.191 -1.062 -0.719
H -3.028 -0.430 1.159
H -2.848 0.898 -0.404
H 0.994 2.618 -0.268
H 2.908 -1.215 -0.561
H 1.148 -2.384 -0.760
H 1.946 -2.118 1.031
```

The HOMO energy comes out at -10.1 eV. Its LUMO energy is -0.9 eV. The energy relative to the best compared isomer or geometry (same formula, charge and spin) is 438.09 kJ/mol. Its electronic energy is -9764.847 eV. As for the multiplicity: 1. The SMILES is C/N=C1\N=CN=C1C. The value obtained for the frontier orbital gap is 9.23 eV.

Atom charges from the natural (NBO) analysis, given in e for atoms 1 to 2: C -0.493; N -0.311

No. 6
Density functional theory data (the ωB97M-V functional and the def2-TZVPD basis) for a structure of composition C15H12F5NO10STeTi.

```
46
Properties=species:S:1:pos:R:3
Ti 0.001 0.831 0.082
O 1.481 -1.658 2.549
S 1.755 -1.811 0.953
O 3.103 -2.293 0.898
O 0.725 -2.668 0.447
O 1.656 -0.412 0.438
O -1.626 1.787 -0.254
C -2.397 1.783 -1.305
C -2.362 0.814 -2.329
C -3.221 0.895 -3.438
C -3.186 -0.079 -4.420
C -2.312 -1.163 -4.357
C -1.460 -1.262 -3.271
C -1.460 -0.304 -2.251
O -0.660 -0.432 -1.232
N -4.093 0.028 -5.550
O -4.814 1.015 -5.633
O -4.010 -0.801 -6.448
H -3.133 2.585 -1.366
H -3.917 1.718 -3.526
H -2.315 -1.902 -5.144
H -0.772 -2.092 -3.172
C 2.072 0.050 -2.789
C 1.895 1.437 -2.249
O 1.008 1.671 -1.322
C 2.644 2.535 -2.753
C 3.566 2.397 -3.821
C 4.271 3.485 -4.298
C 4.099 4.752 -3.743
C 3.196 4.904 -2.686
C 2.484 3.832 -2.197
H 1.451 -0.647 -2.234
H 3.113 -0.274 -2.708
H 1.790 0.001 -3.848
H 3.718 1.425 -4.273
H 4.968 3.347 -5.119
H 4.655 5.601 -4.122
H 3.056 5.882 -2.237
H 1.794 3.948 -1.372
F -0.744 0.824 4.322
Te 0.263 -0.376 3.304
F 1.595 0.914 3.255
F -0.956 -1.705 3.803
F 1.067 -0.860 4.932
F 0.553 2.201 1.156
O -0.664 -0.052 1.776
```

The HOMO energy (alpha / beta) comes out at -0.8 / -3.8 eV. The net charge is -2. Its LUMO energy (alpha / beta) is 4.1 / 4.3 eV. The energy relative to the best compared isomer or geometry (same formula, charge and spin) is 65.29 kJ/mol. Its electronic energy is -92551.211 eV. As for the multiplicity: 3. The value obtained for the frontier orbital gap (alpha / beta) is 4.94 / 8.04 eV. As for the expectation value of S²: 2.056.

Atom charges from the natural (NBO) analysis, given in e for atoms 1 to 2: Ti 1.719; O -1.036

No. 7
Density functional theory data (the ωB97M-V functional and the def2-TZVPD basis) for the molecule BH3O3.

```
7
Properties=species:S:1:pos:R:3
O 1.126 1.123 0.052
B 0.456 -0.014 0.086
O 0.650 -1.261 0.103
O -1.294 0.543 -0.021
H 0.693 1.963 -0.265
H 0.296 -2.185 0.287
H -1.927 -0.169 -0.242
```

The HOMO energy comes out at -9.8 eV. Its LUMO energy is 0.1 eV. The energy relative to the best compared isomer or geometry (same formula, charge and spin) is 238.40 kJ/mol. Its electronic energy is -6869.190 eV. As for the multiplicity: 1. The SMILES is OB(O)O. The value obtained for the frontier orbital gap is 9.90 eV.

Atom charges from the natural (NBO) analysis, given in e for atoms 1 to 2: O -0.926; B 1.362

No. 8
Density functional theory data (the ωB97M-V functional and the def2-TZVPD basis) for a structure of composition C21H26N6O8PSZn.

```
64
Properties=species:S:1:pos:R:3
Zn -0.889 -2.653 1.631
O -3.965 -4.755 2.695
C -3.010 -4.023 2.538
O -2.107 -4.158 1.610
C -2.811 -2.777 3.504
O -3.653 -2.526 4.343
O -1.724 -2.090 3.309
C -1.192 0.115 -1.062
P -1.957 -0.881 0.306
C -2.220 0.450 1.518
C -3.601 -1.267 -0.368
C -3.697 -2.339 -1.257
C -4.921 -2.689 -1.803
C -6.067 -1.991 -1.449
C -5.985 -0.941 -0.547
C -4.758 -0.579 -0.009
H -2.055 -0.736 -2.663
H -0.200 0.397 -0.717
H -1.790 1.019 -1.203
H -2.713 1.323 1.086
H -1.228 0.723 1.881
H -2.776 0.063 2.371
H -2.808 -2.910 -1.500
H -4.984 -3.527 -2.486
H -7.027 -2.279 -1.861
H -6.881 -0.411 -0.247
H -4.711 0.230 0.708
N 2.498 0.993 -2.582
N 1.518 0.177 -2.206
N 1.772 -1.023 -2.439
C 0.732 -1.946 -2.227
N -0.535 -1.838 -2.261
N -1.103 -0.554 -2.360
H 3.389 0.553 -2.786
H 2.496 1.876 -2.094
H 1.108 -2.959 -2.140
C 0.759 4.734 -1.537
C 1.732 3.963 -0.687
C 1.271 3.100 0.303
C 2.153 2.351 1.068
C 3.515 2.462 0.826
C 4.003 3.323 -0.147
C 3.108 4.074 -0.894
S 4.639 1.450 1.737
O 3.970 1.061 2.946
O 5.925 2.088 1.818
N 4.842 0.193 0.701
C 3.684 -0.628 0.329
C 3.124 -1.602 1.365
C 1.598 -1.635 1.300
O 1.049 -2.782 1.419
O 0.987 -0.568 1.157
H -0.063 5.123 -0.936
H 0.326 4.087 -2.302
H 1.245 5.569 -2.039
H 0.205 3.000 0.474
H 1.790 1.658 1.814
H 5.071 3.402 -0.303
H 3.480 4.757 -1.649
H 5.707 -0.291 0.907
H 3.958 -1.155 -0.586
H 2.888 0.063 0.062
H 3.368 -1.254 2.371
H 3.521 -2.610 1.247
```

The HOMO energy comes out at -5.2 eV. The net charge is -1. Its LUMO energy is 2.1 eV. The energy relative to the best compared isomer or geometry (same formula, charge and spin) is 0.00 kJ/mol. Its electronic energy is -116064.574 eV. As for the multiplicity: 1. The value obtained for the frontier orbital gap is 7.36 eV.

Atom charges from the natural (NBO) analysis, given in e for atoms 1 to 2: Zn 1.654; O -0.636